1.
Molecular formula: C2H8N3PS
Method: DFT, the ωB97M-V functional and the def2-TZVPD basis

Geometry (Å):
H -1.5117 -1.3950 2.3027
N -1.4180 -0.8045 -1.3108
P -1.0570 -0.2103 0.1822
C 1.5421 1.0624 0.5412
H -2.1015 -0.5326 -2.0028
S -1.9992 1.3078 0.8773
N -1.2350 -1.4990 1.2545
H -0.5462 -2.2389 1.1664
C 1.4059 0.8550 -0.9089
H 0.6157 1.3011 -1.4884
H 0.8674 1.7255 1.1493
N 0.9870 -0.0935 0.1148
H 2.5389 0.9067 1.1336
H 2.3538 0.5431 -1.3307
H -0.4421 -0.9278 -1.6805

Values from the calculation:
Calculated total energy (eV): -26797.46511
Structure (SMILES): NP(N)(=S)N1CC1
Highest occupied orbital energy (eV): -8.800
LUMO (eV): 0.82
Energy above the lowest of the compared OMol25 structures with the same formula, charge and spin (eV): 0.622

For reference, the natural (NBO) charges in units of e are:
1 H 0.433
2 N -1.205
3 P 1.680
4 C -0.261
5 H 0.439
6 S -0.578
7 N -1.212
8 H 0.400
9 C -0.309
10 H 0.210
11 H 0.217
12 N -0.623
13 H 0.194
14 H 0.204
15 H 0.410

2.
Molecular formula: C2H8N3S
Method: DFT, the ωB97M-V functional and the def2-TZVPD basis

Geometry (Å):
C 1.3475 1.5487 1.2581
H -1.7626 -1.6985 -1.8274
H 2.1545 1.0576 1.8993
C -0.0571 -0.0576 -0.3260
N -1.1779 -1.9891 -1.1046
H 1.2431 2.5391 1.8016
H 1.7014 1.9690 0.1920
H 0.0904 -1.0954 -2.0956
S 1.0060 -0.1542 -1.6747
H -1.7956 -0.8392 0.5318
H -0.6278 1.5748 1.0386
N 0.0954 0.9209 1.1788
H -1.1281 -2.8895 -0.6597
N -1.0891 -0.8866 -0.2123

Values from the calculation:
Calculated total energy (eV): -17499.02737
Net charge: +1
Highest occupied orbital energy (eV): -14.466
LUMO (eV): -4.58
Energy above the lowest of the compared OMol25 structures with the same formula, charge and spin (eV): 3.379

For reference, the natural (NBO) charges in units of e are:
1 C -0.477
2 H 0.400
3 H 0.240
4 C 0.300
5 N -0.667
6 H 0.250
7 H 0.203
8 H 0.197
9 S 0.227
10 H 0.443
11 H 0.375
12 N -0.513
13 H 0.429
14 N -0.406

3.
Molecular formula: C2H8N3S
Method: DFT, the ωB97M-V functional and the def2-TZVPD basis

Geometry (Å):
H 0.2760 1.6133 -0.1317
N -1.1911 0.1633 1.2837
N 1.4153 -1.0730 0.4358
H 0.5992 -0.6189 0.8736
H 1.9607 -1.6951 1.0187
C 1.7033 -0.9160 -0.8288
H -2.3234 0.3644 -0.4679
H -1.7670 -0.6196 1.5833
H -0.8139 1.7399 -1.5582
H -1.4628 0.9846 1.8286
H 2.5526 -1.4420 -1.2485
C -0.4209 1.0889 -0.7811
S 0.8504 0.0398 -1.9024
N -1.3782 0.3705 -0.1052

Values from the calculation:
Calculated total energy (eV): -17501.74448
Net charge: +1
Highest occupied orbital energy (eV): -13.414
LUMO (eV): -4.11
Energy above the lowest of the compared OMol25 structures with the same formula, charge and spin (eV): 0.662

For reference, the natural (NBO) charges in units of e are:
1 H 0.231
2 N -0.678
3 N -0.689
4 H 0.444
5 H 0.431
6 C 0.002
7 H 0.397
8 H 0.387
9 H 0.248
10 H 0.374
11 H 0.256
12 C -0.250
13 S 0.328
14 N -0.481

4.
Molecular formula: C2H8N4
Method: DFT, the ωB97M-V functional and the def2-TZVPD basis

Geometry (Å):
H -1.2875 0.8074 2.0791
C -0.1741 0.7478 -1.3875
N -0.5896 0.0865 1.9829
H 1.7378 -0.5054 -0.1844
H -0.8866 1.3070 -2.0108
H 1.4458 -1.1835 1.4443
C 0.0563 0.1586 0.7409
H 0.8559 0.7378 -1.7775
N 1.2989 -0.4921 0.7233
H -1.5268 -0.8762 -1.1044
N -0.5230 -0.7635 -1.2237
H -0.1946 -1.3177 -2.0110
H 0.0440 0.1169 2.7725
N -0.2565 1.1763 -0.0436

Values from the calculation:
Calculated total energy (eV): -8162.83019
Structure (SMILES): NCN=C(N)N
Highest occupied orbital energy (eV): -7.984
LUMO (eV): 1.03
Energy above the lowest of the compared OMol25 structures with the same formula, charge and spin (eV): 1.421

For reference, the natural (NBO) charges in units of e are:
1 H 0.397
2 C -0.056
3 N -0.825
4 H 0.398
5 H 0.180
6 H 0.391
7 C 0.661
8 H 0.136
9 N -0.846
10 H 0.367
11 N -0.873
12 H 0.354
13 H 0.369
14 N -0.652

5.
Molecular formula: C2H8N4
Method: DFT, the ωB97M-V functional and the def2-TZVPD basis

Geometry (Å):
H -2.6105 -0.8651 1.0133
N -1.3988 0.6284 1.6421
H 2.0620 0.1239 0.5363
H -0.6470 0.6255 -1.5004
H 0.4636 0.6514 0.5391
H 2.7396 -1.2739 -1.0545
H -1.4320 1.4133 2.2968
H -3.3257 0.2617 2.3145
N 1.3167 0.5378 -0.0020
N 0.0393 0.0139 -1.9367
H 1.9953 -1.2796 -2.5619
C -2.4896 -0.0066 1.6678
N 2.1929 -0.7575 -1.7245
C 1.0943 -0.0732 -1.2299

Values from the calculation:
Calculated total energy (eV): -8163.79540
Structure (SMILES): N=C(N)N.C=N
Highest occupied orbital energy (eV): -8.632
LUMO (eV): 0.95
Energy above the lowest of the compared OMol25 structures with the same formula, charge and spin (eV): 0.456

For reference, the natural (NBO) charges in units of e are:
1 H 0.171
2 N -0.627
3 H 0.365
4 H 0.334
5 H 0.414
6 H 0.367
7 H 0.338
8 H 0.152
9 N -0.849
10 N -0.784
11 H 0.395
12 C -0.020
13 N -0.829
14 C 0.573

6.
Molecular formula: C2H8N4
Method: DFT, the ωB97M-V functional and the def2-TZVPD basis

Geometry (Å):
H -2.0228 -0.9149 -1.0663
H 2.3629 -0.9164 0.8036
C 1.6663 -0.5605 0.0714
N -0.5951 0.3856 -0.3239
H -0.3293 0.6084 -1.2667
H -2.5771 1.4314 -0.1346
H 0.6287 0.9319 1.3566
C -1.6805 -0.5412 -0.1348
H -1.4735 -1.3335 0.5441
H 1.3130 -1.2617 -0.6632
H 2.5777 1.3664 0.0333
N 0.6211 0.3885 0.4483
N 1.7557 0.8528 -0.3566
N -1.7937 0.7799 0.3195

Values from the calculation:
Calculated total energy (eV): -8138.87323
Net charge: +2
Structure (SMILES): C1N[N@H+]1[N@H+]1CN1
Highest occupied orbital energy (eV): -21.670
LUMO (eV): -8.19
Energy above the lowest of the compared OMol25 structures with the same formula, charge and spin (eV): 7.795

For reference, the natural (NBO) charges in units of e are:
1 H 0.257
2 H 0.287
3 C -0.027
4 N -0.094
5 H 0.474
6 H 0.488
7 H 0.514
8 C -0.010
9 H 0.249
10 H 0.251
11 H 0.464
12 N -0.117
13 N -0.382
14 N -0.353

7.
Molecular formula: C2H8N4O
Method: DFT, the ωB97M-V functional and the def2-TZVPD basis

Geometry (Å):
N 1.7729 -0.7604 0.6422
C -1.1024 0.1122 0.4459
N 1.4078 1.2971 -0.5675
H 2.4114 1.4363 -0.5178
H 1.5239 -0.5960 -1.4029
N -0.3246 -0.3311 -0.5402
H 0.9997 1.7589 0.2409
N -2.4368 -0.2769 -0.1849
H -1.4306 -0.6146 -1.1061
H -2.9579 0.4712 -0.6285
H 1.6224 -1.7640 0.6272
C 1.1251 -0.1264 -0.5005
O -0.9370 0.5867 1.5464
H -3.0435 -0.7938 0.4430
H 1.3697 -0.3995 1.5029

Values from the calculation:
Calculated total energy (eV): -10210.65532
Structure (SMILES): NC(=O)NC(N)N
Highest occupied orbital energy (eV): -9.166
LUMO (eV): 0.73
Energy above the lowest of the compared OMol25 structures with the same formula, charge and spin (eV): 1.957

For reference, the natural (NBO) charges in units of e are:
1 N -0.846
2 C 0.761
3 N -0.837
4 H 0.366
5 H 0.177
6 N -0.695
7 H 0.363
8 N -0.911
9 H 0.480
10 H 0.396
11 H 0.358
12 C 0.255
13 O -0.637
14 H 0.399
15 H 0.370

8.
Molecular formula: C2H8N4O
Method: DFT, the ωB97M-V functional and the def2-TZVPD basis

Geometry (Å):
H -1.2123 1.6174 1.2756
H 1.5971 -1.6325 1.5124
H -1.3500 0.3122 -1.3372
O 0.4121 2.1318 -0.3203
N 0.2156 -2.0639 0.0702
H -0.1720 -1.6357 -0.7773
N -1.3272 0.9540 0.5155
C 0.9042 -1.1453 0.8043
H 1.3347 2.0563 -0.0272
H 0.7001 -2.9315 -0.1275
H -1.4849 0.0591 0.9695
C -0.0440 0.8500 -0.0623
N -0.3304 0.2731 -1.3225
H -0.0855 1.0269 -1.9647
N 0.8425 0.1280 0.7915

Values from the calculation:
Calculated total energy (eV): -10211.33657
Structure (SMILES): N/C=N\C(N)(N)O
Highest occupied orbital energy (eV): -9.316
LUMO (eV): 0.92
Energy above the lowest of the compared OMol25 structures with the same formula, charge and spin (eV): 1.276

For reference, the natural (NBO) charges in units of e are:
1 H 0.372
2 H 0.165
3 H 0.384
4 O -0.715
5 N -0.838
6 H 0.417
7 N -0.845
8 C 0.313
9 H 0.488
10 H 0.387
11 H 0.358
12 C 0.598
13 N -0.898
14 H 0.389
15 N -0.575

9.
Molecular formula: C2H8N4O
Method: DFT, the ωB97M-V functional and the def2-TZVPD basis

Geometry (Å):
H 2.3854 0.9703 -1.0059
H 0.1699 2.0572 0.4827
N -0.9994 0.4820 -0.2219
H 0.0653 -3.0514 -0.0139
N 1.7656 0.4435 -0.3969
O 0.6580 0.0520 -1.1712
C -0.8221 1.8987 0.0414
H -1.2363 -2.0830 1.6856
H 0.3551 -1.2871 -0.8003
H -1.5870 2.2403 0.7408
C -0.8905 -1.5058 0.8337
H 2.2558 -0.3882 -0.0648
N -0.1076 -2.0595 -0.0828
N -1.1114 -0.2028 0.8758
H -0.9006 2.4336 -0.9024

Values from the calculation:
Calculated total energy (eV): -10206.82291
Highest occupied orbital energy (spin up / spin down) (eV): -7.919 / -7.915
LUMO (spin up / spin down) (eV): 0.24 / 0.24
Energy above the lowest of the compared OMol25 structures with the same formula, charge and spin (eV): 5.790

For reference, the natural (NBO) charges in units of e are:
1 H 0.345
2 H 0.224
3 N 0.012
4 H 0.392
5 N -0.542
6 O -0.507
7 C -0.465
8 H 0.186
9 H 0.457
10 H 0.222
11 C 0.295
12 H 0.330
13 N -0.796
14 N -0.359
15 H 0.207